No. 1
{
  "formula": "C10H18NP2",
  "method": "ωB97M-V/def2-TZVPD",
  "symbols": ["C", "C", "C", "C", "C", "C", "C", "C", "C", "C", "N", "P", "P", "H", "H", "H", "H", "H", "H", "H", "H", "H", "H", "H", "H", "H", "H", "H", "H", "H", "H"],
  "xyz": [[0.9099, 3.5893, 1.6976], [-2.5351, -0.2590, -1.3638], [2.9670, -0.2015, 0.4948], [-1.9282, 0.5929, -0.3198], [1.5094, -0.5616, 1.0848], [-2.8699, -1.6254, -0.6511], [2.8529, 1.0000, -0.4567], [-0.9441, -0.1534, 0.5489], [0.4553, -0.2410, 0.0829], [0.5032, -1.2421, -1.1352], [0.9351, 2.5198, 1.2605], [-1.7737, -1.7856, 0.8700], [1.0813, 1.2929, -0.8481], [1.0775, 4.4588, 2.3157], [-3.4816, 0.2395, -1.6301], [-1.9859, -0.2533, -2.2777], [3.4282, 0.0816, 1.4168], [3.4513, -1.0611, 0.0054], [-1.5105, 1.5041, -0.7683], [-2.7105, 1.0116, 0.2717], [1.5479, -1.5998, 1.3161], [1.3934, -0.0433, 1.9987], [-3.8879, -1.7484, -0.2593], [-2.7736, -2.3591, -1.3634], [3.2679, 1.8481, -0.1989], [3.3507, 0.7061, -1.3893], [-0.8997, 0.1783, 1.5690], [-0.1188, -2.0886, -0.7013], [1.5223, -1.6658, -1.2779], [-0.2556, -0.9453, -1.9797], [-2.5783, -1.1887, 1.6880]],
  "forces_ev_per_a": [[0.65, -1.60, 0.32], [-2.67, -0.28, 0.97], [-1.90, -0.10, 0.89], [0.98, 1.85, 0.10], [2.10, -0.25, -1.53], [0.08, 1.72, 0.82], [-2.63, -5.21, -1.95], [-0.66, -0.24, 0.90], [1.04, 0.82, -2.50], [-1.75, -0.71, 0.21], [-0.27, 1.42, -0.74], [1.84, -1.85, -2.54], [0.00, -0.71, 1.60], [-0.37, 0.06, -0.38], [0.19, -0.31, -0.16], [0.52, -0.76, -0.59], [1.25, 0.01, 0.17], [-0.16, 0.43, 0.41], [0.28, -0.05, -0.04], [-0.65, -0.01, 0.84], [-0.31, -1.02, 0.26], [-0.39, 0.73, 0.90], [0.06, 0.59, -0.35], [0.55, -2.20, -1.32], [2.19, 4.43, 1.62], [-0.22, 0.32, -0.27], [-0.08, 1.02, 0.51], [1.05, 0.44, -0.45], [-0.85, 0.55, -0.82], [2.43, -0.38, 0.94], [-2.30, 1.27, 2.17]],
  "e_lumo_ev": -5.34,
  "charge": 1,
  "multiplicity": 1,
  "e_homo_ev": -12.03,
  "gap_ev": 6.7
}

=====

No. 2
{
  "formula": "C37H31Cl4F5O2",
  "method": "ωB97M-V/def2-TZVPD",
  "symbols": ["F", "C", "C", "C", "C", "C", "C", "H", "H", "H", "H", "H", "F", "C", "C", "C", "C", "C", "C", "H", "H", "H", "H", "H", "F", "C", "C", "C", "C", "C", "C", "H", "H", "H", "H", "H", "F", "C", "C", "C", "C", "C", "C", "H", "H", "H", "H", "H", "F", "C", "C", "C", "C", "C", "C", "H", "H", "H", "H", "H", "C", "C", "C", "C", "C", "C", "O", "O", "H", "H", "H", "H", "H", "H", "C", "Cl", "Cl", "Cl", "Cl"],
  "xyz": [[-13.5549, -0.6381, -3.4254], [-12.7532, -1.5881, -2.9972], [-11.9105, -1.3763, -1.9279], [-10.9701, -2.2842, -1.5756], [-11.0005, -3.5503, -2.2058], [-11.9670, -3.8921, -3.1114], [-12.8799, -2.9166, -3.5016], [-11.8622, -0.3877, -1.4956], [-10.2544, -1.9558, -0.8365], [-10.2983, -4.3234, -1.9304], [-12.0903, -4.9053, -3.4645], [-13.5451, -3.1355, -4.3237], [10.5077, -2.4986, 2.7435], [9.4786, -2.3667, 1.9275], [9.5188, -3.0669, 0.7716], [8.5230, -2.9459, -0.1609], [7.3067, -2.2968, 0.1163], [7.2886, -1.6379, 1.3785], [8.3453, -1.6162, 2.2704], [10.3786, -3.6574, 0.4917], [8.6412, -3.3507, -1.1552], [6.6341, -2.1350, -0.7130], [6.3621, -1.2308, 1.7555], [8.3029, -1.1585, 3.2477], [8.3188, 4.7396, 8.4993], [7.0488, 4.4583, 8.4358], [6.4891, 4.6045, 7.2085], [5.1471, 4.1416, 6.9084], [4.4175, 3.6346, 7.9826], [4.9098, 3.4280, 9.2652], [6.2313, 3.8230, 9.4425], [7.1327, 4.9245, 6.4024], [4.7690, 4.1649, 5.8970], [3.3997, 3.3015, 7.8427], [4.3994, 2.9934, 10.1120], [6.6165, 3.7571, 10.4493], [-3.6919, -7.2713, 4.8887], [-3.3349, -8.1812, 5.7794], [-2.0115, -8.6969, 5.6313], [-1.5398, -9.7463, 6.4713], [-2.4316, -10.2656, 7.3928], [-3.6931, -9.6824, 7.5550], [-4.1218, -8.7124, 6.7682], [-1.3890, -8.4037, 4.7988], [-0.6694, -10.3768, 6.3652], [-2.1431, -10.9907, 8.1393], [-4.3428, -10.1616, 8.2723], [-5.1256, -8.3602, 6.9543], [-5.2460, 6.6593, -8.8466], [-5.4604, 5.4796, -8.1766], [-4.4125, 4.7602, -7.6632], [-4.4821, 3.4941, -7.2795], [-5.7378, 2.8652, -7.2897], [-6.8990, 3.5614, -7.7692], [-6.7412, 4.9090, -8.1170], [-3.4028, 5.1222, -7.5373], [-3.6092, 3.1189, -6.7658], [-6.0028, 1.8634, -6.9854], [-7.8193, 3.0422, -7.9924], [-7.5963, 5.4769, -8.4527], [6.3247, 6.4617, -4.3849], [5.8007, 6.4128, -5.6799], [5.1179, 5.2096, -6.1302], [4.9671, 4.1246, -5.2029], [5.5816, 4.3042, -3.9668], [6.2420, 5.4233, -3.4856], [6.9700, 5.4130, -2.3294], [4.4944, 5.3400, -7.3075], [6.8816, 7.3694, -4.2050], [5.8297, 7.2179, -6.3991], [4.3880, 3.2423, -5.4325], [5.3822, 3.4145, -3.3879], [7.5141, 6.1968, -2.2233], [4.4410, 4.4957, -7.7612], [-1.0330, -0.6317, 0.3306], [-0.5667, 0.1286, 1.8601], [0.0363, 0.0244, -1.0252], [-0.8068, -2.4253, 0.3792], [-2.7421, -0.2810, -0.1132]],
  "forces_ev_per_a": [[-0.60, 0.81, -0.38], [-0.14, -3.47, 0.31], [-0.20, 2.08, -0.70], [0.25, -1.75, -0.51], [1.04, 0.08, 1.42], [-0.91, 0.82, 0.10], [0.43, 1.57, -0.52], [-0.20, 0.16, 0.09], [0.21, -0.55, 0.07], [0.24, 0.09, 0.18], [0.24, 0.01, -0.18], [-0.37, 0.15, 0.12], [0.72, 0.27, 0.98], [-1.37, 0.37, 0.25], [0.91, -0.53, -1.31], [-1.96, 0.32, -0.70], [2.48, 0.75, 1.09], [-1.22, -0.39, -0.47], [0.87, -1.02, -0.29], [0.25, 0.05, 0.29], [0.18, -0.32, 0.01], [-0.56, -0.11, 0.47], [-0.13, 0.46, -0.28], [-0.18, 0.17, -0.06], [1.64, 0.39, 1.33], [-3.70, -1.97, 0.20], [-1.99, -0.84, -1.99], [1.91, 0.55, 2.12], [-1.39, -0.67, -0.72], [2.23, 1.19, -1.02], [1.53, 1.12, 0.75], [-0.03, 0.25, -0.12], [-0.10, 0.14, 0.11], [-0.20, 0.02, -0.45], [-0.34, 0.03, -0.29], [0.42, -0.21, 0.07], [-0.84, 0.61, -0.07], [3.69, -1.70, -0.13], [-0.36, -0.86, 0.45], [-1.78, -0.02, -0.43], [-0.33, 1.00, 0.96], [1.71, -3.18, 1.50], [-2.45, 2.68, -1.25], [-0.09, 0.40, -0.03], [0.64, 0.83, -0.50], [0.18, -0.40, -0.32], [-0.21, 0.32, 0.18], [-0.16, 0.32, -0.36], [-0.31, -0.77, 1.09], [-1.19, -0.32, -0.43], [2.06, 2.73, -0.93], [-2.16, -2.76, 1.97], [-1.91, 0.30, -0.90], [2.69, 0.39, 0.36], [0.25, 0.23, -0.82], [-0.07, 0.98, -0.52], [-0.08, -0.67, -0.25], [0.86, -0.30, 0.13], [-0.15, 0.07, 0.53], [0.00, 0.11, -0.22], [0.13, 1.25, -1.62], [-1.29, -2.90, 0.00], [0.74, 1.28, 2.97], [0.95, 3.02, -1.41], [-1.04, -1.90, 0.70], [0.67, -0.14, -1.31], [-0.60, -0.68, 0.51], [-0.29, -0.33, -1.25], [0.13, 0.11, 0.63], [0.23, 0.19, 0.21], [0.09, -0.06, 0.00], [0.61, 0.13, 0.90], [-0.17, 0.17, -0.31], [-0.15, -0.15, -0.03], [0.25, -0.16, -1.09], [-0.30, -0.37, -0.58], [-0.73, -0.43, 1.06], [-0.10, 1.06, 0.16], [0.88, -0.10, 0.44]],
  "e_lumo_ev": -0.16,
  "smiles": "ClC(Cl)(Cl)Cl.Oc1ccc(O)cc1.Fc1ccccc1.Fc1ccccc1.Fc1ccccc1.Fc1ccccc1.Fc1ccccc1",
  "multiplicity": 1,
  "e_homo_ev": -8.06,
  "gap_ev": 7.9
}

=====

No. 3
{
  "formula": "C5H12O2",
  "method": "ωB97M-V/def2-TZVPD",
  "symbols": ["C", "C", "C", "C", "C", "H", "H", "H", "H", "H", "H", "H", "H", "H", "H", "O", "H", "H", "O"],
  "xyz": [[-0.5092, 1.1134, -0.1214], [-1.5833, 0.0787, 0.0406], [-2.8942, 0.4165, 0.1671], [0.2756, -1.6263, -0.1028], [-1.1433, -1.2611, 0.0260], [0.5305, -1.7074, -1.1664], [0.1049, 1.2307, 0.7728], [0.1674, 0.8510, -0.9331], [-3.5754, -0.4336, 0.1867], [-3.3371, 1.3934, 0.2781], [0.4179, -2.5821, 0.4120], [0.9187, -0.9284, 0.4316], [-1.8371, -2.0970, -0.0375], [3.5678, -0.4468, -0.7972], [2.4736, 0.6353, 0.1870], [2.6392, -0.2660, -0.8592], [-0.9676, 2.0890, -0.2955], [2.6141, 2.1953, 0.8614], [2.1375, 1.3454, 0.9500]],
  "forces_ev_per_a": [[-0.58, 0.45, 0.26], [0.77, 1.42, -0.16], [-0.18, -2.14, 0.12], [-1.18, -0.14, 2.11], [0.34, -0.48, -1.02], [0.40, 0.25, -0.08], [0.24, -0.20, -0.09], [0.11, 0.10, 0.04], [-0.25, 0.27, 0.17], [0.39, 0.26, -0.19], [-0.01, -0.29, -0.60], [0.33, 0.39, -0.78], [-0.41, 0.24, 0.30], [0.73, -0.24, -0.18], [-0.24, 0.39, -0.25], [-0.75, 0.09, 0.29], [0.05, -0.06, -0.21], [-0.32, -0.96, -0.05], [0.55, 0.65, 0.32]],
  "e_lumo_ev": -3.25,
  "multiplicity": 1,
  "e_homo_ev": -7.32,
  "gap_ev": 4.1
}

=====

No. 4
{
  "formula": "C7H13N3O4",
  "method": "ωB97M-V/def2-TZVPD",
  "symbols": ["C", "C", "C", "C", "C", "C", "C", "H", "H", "H", "H", "H", "H", "H", "H", "H", "H", "H", "H", "H", "N", "N", "N", "O", "O", "O", "O"],
  "xyz": [[1.5749, 0.5658, -1.7035], [1.0856, -0.1889, -0.5510], [1.8509, 1.9812, -1.3102], [-0.7846, -1.3240, 0.2292], [-2.3592, -1.3154, -0.1068], [-0.7324, -1.4185, 1.7752], [-0.7734, -0.0568, 2.4525], [0.6369, 1.2296, -3.3879], [0.4810, -0.4492, -3.0411], [2.3770, 0.0797, -2.1575], [2.0272, 2.8118, -2.1203], [2.6842, 2.1028, -0.6020], [0.9078, 2.1131, -0.7707], [-0.6898, 0.4882, -0.9594], [-0.1278, -2.1257, -0.2414], [0.2731, -1.8807, 1.9852], [-1.5471, -2.0348, 2.1435], [1.0874, 0.3097, 1.7445], [0.2728, 1.5499, 2.8081], [-2.8129, -0.4108, 1.6110], [0.4483, 0.5163, -2.6880], [-0.2483, -0.1610, -0.3535], [0.4029, 0.6141, 2.5646], [1.8167, -0.7980, 0.2200], [-2.7856, -1.7910, -1.1061], [-1.8885, 0.2110, 2.8471], [-3.1768, -0.6183, 0.7185]],
  "forces_ev_per_a": [[-1.04, 0.75, -2.27], [0.08, -0.41, 1.58], [0.02, 1.89, -0.01], [-2.25, -1.23, 0.73], [0.98, 0.56, 0.27], [3.19, -0.36, -0.39], [0.19, -2.42, -0.77], [-0.13, -0.63, -0.35], [-0.42, 0.90, -0.50], [1.80, -0.92, -0.21], [-0.64, -1.97, 1.18], [-0.31, -0.35, -0.16], [0.21, 1.55, 0.09], [-1.21, -0.10, -0.74], [-1.77, 0.12, 0.79], [-1.10, 0.18, 0.12], [0.17, -0.02, 0.11], [-1.46, 1.02, 2.55], [0.27, 1.79, 0.29], [0.18, 0.19, -0.07], [0.77, 0.31, 0.24], [1.69, 1.08, 0.21], [0.64, -2.52, -2.55], [0.41, -0.27, 0.00], [-0.22, -0.54, -0.83], [-0.52, 2.10, 1.18], [0.48, -0.72, -0.49]],
  "e_lumo_ev": 0.54,
  "smiles": "C[C@H](N)C(=O)N[C@@H](CC(N)=O)C(=O)O",
  "multiplicity": 1,
  "e_homo_ev": -9.81,
  "gap_ev": 10.4
}

=====

No. 5
{
  "formula": "C32H31N8O9W",
  "method": "ωB97M-V/def2-TZVPD",
  "symbols": ["W", "C", "O", "C", "C", "C", "C", "C", "C", "N", "N", "C", "O", "C", "C", "C", "C", "C", "C", "C", "O", "H", "H", "H", "H", "H", "H", "H", "H", "H", "H", "H", "H", "C", "C", "N", "C", "C", "N", "C", "O", "O", "C", "O", "O", "H", "H", "H", "H", "H", "C", "C", "N", "C", "C", "N", "H", "H", "H", "H", "H", "H", "O", "C", "N", "C", "O", "C", "C", "C", "C", "N", "C", "H", "H", "H", "H", "H", "H", "H", "H"],
  "xyz": [[-0.4458, -0.4037, -0.6113], [0.3969, -2.5499, -4.7632], [1.7678, -2.4965, -4.3816], [2.1201, -2.5310, -3.0707], [3.4291, -2.9347, -2.8139], [3.9215, -3.0471, -1.5263], [3.1020, -2.7580, -0.4453], [1.8141, -2.3080, -0.6848], [0.8841, -1.8935, 0.4136], [1.0233, -0.6047, 0.8505], [0.5532, -0.3237, 2.1267], [-0.7307, -0.4339, 2.2246], [-1.4551, -0.7472, 1.1569], [-1.4108, -0.0280, 3.4657], [-2.8046, -0.0201, 3.5096], [-3.4622, 0.4978, 4.6126], [-2.7331, 1.0126, 5.6752], [-1.3443, 0.9804, 5.6458], [-0.6816, 0.4591, 4.5487], [1.3111, -2.1634, -1.9842], [0.0659, -1.6307, -2.0933], [0.3814, -2.9569, -5.7715], [-0.0471, -1.5533, -4.7690], [-0.1779, -3.1969, -4.1034], [4.0471, -3.1753, -3.6695], [4.9396, -3.3773, -1.3686], [3.4628, -2.8444, 0.5724], [0.6552, -2.6366, 1.1756], [-3.3594, -0.4210, 2.6715], [-4.5441, 0.5040, 4.6391], [-3.2474, 1.4374, 6.5272], [-0.7771, 1.3661, 6.4826], [0.3990, 0.4270, 4.5119], [-2.2901, -3.8950, -0.0626], [-2.8154, -2.8078, -0.9255], [-2.2831, -1.6131, -1.1024], [-3.0795, -0.9526, -2.0156], [-4.1159, -1.7590, -2.3830], [-3.9209, -2.9163, -1.6828], [-5.2780, -1.6072, -3.2995], [-5.3850, -0.4611, -3.9298], [-6.0458, -2.5248, -3.4194], [-2.6633, 0.3966, -2.4037], [-3.2886, 1.0992, -3.1705], [-1.5539, 0.7348, -1.8019], [-1.3867, -3.5572, 0.4368], [-2.0584, -4.7722, -0.6677], [-3.0280, -4.1843, 0.6860], [-4.5387, -3.7133, -1.7568], [-4.6571, 0.1781, -3.7310], [3.4121, 0.7940, -0.2842], [2.5808, 0.8014, -1.5170], [1.2575, 0.6813, -1.6643], [1.0065, 0.8222, -3.0313], [2.1678, 1.0238, -3.6849], [3.1426, 1.0023, -2.7177], [2.9396, 0.2128, 0.4999], [3.5831, 1.8111, 0.0754], [4.3873, 0.3552, -0.4949], [0.0163, 0.8012, -3.4372], [2.3791, 1.1518, -4.7313], [4.1290, 1.1204, -2.8719], [4.8191, 2.8858, 2.5003], [3.9050, 3.9346, 2.7184], [2.6131, 3.3794, 2.3903], [1.5413, 4.1606, 2.1122], [1.5563, 5.3720, 2.1804], [0.3042, 3.4073, 1.7090], [-0.9607, 3.8219, 2.1024], [-2.0576, 3.1143, 1.6432], [-1.8621, 2.0350, 0.8073], [-0.6455, 1.6354, 0.4081], [0.4084, 2.3282, 0.8515], [5.6336, 3.0692, 2.9749], [4.0888, 4.7850, 2.0578], [3.9292, 4.2819, 3.7558], [2.5164, 2.3829, 2.5165], [-1.0682, 4.6819, 2.7505], [-3.0614, 3.3871, 1.9349], [-2.6984, 1.4696, 0.4212], [1.3721, 1.9970, 0.5004]],
  "forces_ev_per_a": [[-0.22, -1.29, 1.73], [0.01, 0.07, -0.01], [0.00, 0.11, -0.03], [-0.22, 0.10, -0.03], [-0.04, -0.05, -0.04], [0.06, -0.03, 0.04], [-0.05, 0.01, -0.02], [-0.03, -0.20, -0.01], [0.99, 0.29, -0.36], [-0.80, -0.07, -0.59], [-0.08, -0.23, 0.78], [0.81, 0.55, 0.05], [0.24, 0.11, -1.07], [-0.41, -0.08, 0.01], [0.15, -0.07, -0.06], [-0.06, 0.00, 0.03], [-0.03, 0.00, -0.02], [0.02, -0.01, 0.04], [0.06, -0.05, -0.06], [0.49, -0.51, 0.31], [0.15, 0.76, 0.04], [0.03, 0.01, 0.01], [-0.01, -0.02, 0.05], [0.00, -0.05, 0.06], [-0.02, -0.03, 0.00], [0.00, 0.01, -0.01], [0.01, -0.03, -0.01], [-0.52, -0.01, -0.15], [-0.04, 0.05, 0.00], [0.01, 0.01, 0.02], [0.01, -0.03, 0.01], [0.00, 0.00, -0.01], [-0.01, 0.05, 0.01], [-0.05, 0.02, -0.03], [0.29, -0.18, 0.34], [-0.13, 0.50, -0.12], [-0.11, -0.33, 0.13], [0.28, 0.27, 0.09], [-0.13, -0.01, -0.11], [0.04, -0.21, 0.06], [-0.12, 0.17, -0.20], [0.00, 0.01, 0.03], [-0.35, -0.18, -0.37], [0.12, -0.02, 0.00], [-0.41, 0.49, -0.43], [-0.02, 0.00, 0.00], [0.04, 0.00, 0.02], [0.01, 0.02, 0.01], [-0.02, -0.01, -0.01], [0.00, -0.03, 0.08], [0.15, -0.06, 0.03], [0.12, -0.14, 0.24], [-0.54, -0.06, -0.33], [0.23, 0.33, -0.11], [-0.20, -0.11, -0.03], [-0.07, 0.05, 0.07], [0.02, 0.06, -0.02], [-0.02, 0.03, 0.01], [0.00, 0.00, -0.06], [-0.06, -0.06, 0.00], [0.02, 0.04, 0.03], [0.07, 0.00, 0.05], [-0.02, -0.12, -0.09], [-0.05, 0.19, 0.00], [0.05, -0.11, -0.14], [-0.05, -0.06, 0.28], [-0.02, 0.02, -0.05], [0.02, 0.02, -0.31], [0.11, -0.02, 0.00], [-0.04, 0.09, 0.06], [0.03, -0.05, -0.36], [0.42, 0.16, 0.28], [0.02, -0.10, 0.01], [0.05, 0.02, 0.05], [-0.03, 0.02, 0.05], [0.03, -0.02, 0.01], [-0.08, 0.01, 0.03], [0.00, 0.00, -0.01], [-0.01, -0.01, -0.03], [-0.04, -0.02, 0.08], [0.00, -0.02, 0.05]],
  "e_lumo_ev": [-4.60, -4.43],
  "charge": 1,
  "multiplicity": 1,
  "e_homo_ev": [-10.69, -10.67],
  "gap_ev": [6.1, 6.2]
}

=====

Respective ΔE to the lowest compared entry with this formula, charge and spin values: 1.844, 2.555, 5.542, 2.019, 0.275 eV.
Respective F_max values: 6.150, 4.195, 2.423, 3.644, 2.170 eV Å⁻¹.